# 1
{
  "formula": "C35H37N8O2Yb",
  "method": "ωB97M-V/def2-TZVPD",
  "e_tot_ev": -84429.3445,
  "e_homo_ev": [-12.08, -12.03],
  "charge": 2,
  "gap_ha": [0.2200, 0.1577],
  "max_force_ev_per_a": 3.4,
  "spin_multiplicity": 2,
  "relative_energy_kcal_mol": 11.2,
  "species": ["Yb", "O", "C", "C", "C", "C", "C", "C", "C", "O", "N", "N", "C", "C", "C", "C", "C", "C", "N", "H", "H", "H", "H", "H", "H", "H", "H", "H", "H", "C", "C", "C", "C", "C", "C", "C", "C", "C", "C", "H", "H", "H", "H", "H", "H", "H", "H", "H", "H", "H", "H", "H", "H", "N", "C", "C", "N", "C", "C", "N", "C", "C", "N", "H", "H", "H", "H", "H", "H", "N", "C", "C", "C", "C", "C", "C", "H", "H", "H", "H", "H", "H", "H"],
  "xyz": [[10.27501, 10.15428, 12.77450], [11.58801, 7.65234, 17.55246], [10.34811, 7.80876, 17.78552], [9.78175, 7.66583, 19.09690], [8.47648, 7.97705, 19.38286], [7.61202, 8.57840, 18.44178], [8.06759, 8.81572, 17.17753], [9.37298, 8.43856, 16.85062], [9.92268, 8.86255, 15.52768], [9.26036, 9.60592, 14.75907], [11.11203, 8.36856, 15.22927], [11.58913, 8.67697, 14.01124], [12.75369, 8.28746, 13.61121], [13.17487, 8.75902, 12.30028], [14.40582, 8.31148, 11.80970], [14.77913, 8.71814, 10.53061], [13.90660, 9.51679, 9.79336], [12.74120, 9.92708, 10.35944], [12.31335, 9.45875, 11.53546], [11.61692, 7.97651, 16.11339], [10.44883, 7.31186, 19.85711], [8.06869, 7.83025, 20.38856], [6.54388, 8.72382, 18.61697], [7.43868, 9.28697, 16.38910], [13.58273, 7.81029, 14.22916], [15.01760, 7.69494, 12.46178], [15.71198, 8.34752, 10.12144], [14.20076, 9.88997, 8.81672], [12.05615, 10.60283, 9.83684], [5.71759, 12.51376, 13.34158], [4.53774, 11.75023, 12.82660], [4.40919, 11.66558, 11.28928], [4.33330, 10.42752, 13.54290], [4.00030, 9.27608, 12.86310], [4.01681, 8.08646, 13.52584], [4.45229, 7.98527, 14.87041], [4.47569, 6.66766, 15.60324], [4.70305, 9.20542, 15.57065], [4.56966, 10.41516, 14.95184], [5.96170, 13.30189, 12.59826], [6.55202, 11.86789, 13.60023], [5.43363, 13.08002, 14.27870], [3.62168, 12.24370, 13.20376], [5.28115, 11.14281, 10.90735], [4.38908, 12.68958, 10.89054], [3.49426, 11.22485, 10.98395], [3.87578, 9.28363, 11.77718], [3.90064, 7.17521, 12.92787], [4.58590, 6.82810, 16.67778], [5.31739, 6.01902, 15.28331], [3.52382, 6.15787, 15.38648], [4.97573, 9.16195, 16.59678], [4.75070, 11.33975, 15.47542], [11.40265, 14.42292, 12.84648], [12.00347, 14.26494, 14.04973], [11.92240, 12.95437, 14.33921], [11.16809, 12.30730, 13.39500], [10.79324, 13.19995, 12.50832], [10.00407, 13.02676, 11.32076], [9.48831, 11.85268, 10.94634], [8.82633, 12.09042, 9.76393], [8.95530, 13.39927, 9.39849], [9.71133, 13.98906, 10.40514], [11.41517, 15.29870, 12.24688], [12.56587, 15.02511, 14.62016], [12.41260, 12.48342, 15.19941], [8.34797, 11.30085, 9.15724], [8.49259, 13.98956, 8.62887], [10.10293, 14.92861, 10.40622], [8.05762, 9.02226, 11.81800], [8.13665, 8.13158, 10.66371], [7.02988, 7.90624, 9.82221], [7.26137, 7.17078, 8.70384], [8.52903, 6.63241, 8.38729], [9.56749, 6.75146, 9.28301], [9.38879, 7.57578, 10.38211], [7.82600, 8.57098, 12.68108], [7.37835, 9.80477, 11.69125], [6.04776, 8.35722, 10.03771], [6.42797, 6.97040, 8.02022], [8.67378, 6.11782, 7.44080], [10.54525, 6.21930, 9.17543], [10.31064, 7.77988, 10.92625]]
}



# 2
{
  "formula": "C35H38AsMgN2O2S3Sb2",
  "method": "ωB97M-V/def2-TZVPD",
  "e_tot_ev": -155851.3434,
  "e_homo_ev": [0.04, -1.69],
  "charge": -2,
  "gap_ha": [0.1570, 0.2208],
  "max_force_ev_per_a": 3.4,
  "spin_multiplicity": 2,
  "relative_energy_kcal_mol": 29.9,
  "species": ["Mg", "C", "Sb", "C", "C", "C", "C", "C", "C", "C", "C", "C", "Sb", "C", "C", "H", "H", "H", "H", "H", "H", "H", "H", "H", "H", "H", "H", "H", "H", "H", "H", "H", "H", "H", "H", "O", "N", "C", "C", "C", "C", "C", "S", "H", "H", "H", "H", "S", "C", "C", "C", "C", "C", "C", "As", "C", "C", "C", "C", "C", "C", "C", "C", "C", "C", "C", "C", "H", "H", "H", "H", "H", "H", "H", "H", "H", "H", "H", "H", "H", "H", "O", "S", "N"],
  "xyz": [[-2.23816, 0.45510, -0.86618], [-1.13233, -4.72641, 1.93908], [-1.05406, -2.52950, 1.53174], [-2.82798, -2.73878, 0.33184], [-2.22826, -2.18511, 3.36967], [-1.34412, -2.16678, 4.56409], [-1.03589, -3.36479, 5.21640], [-0.11792, -3.42671, 6.25335], [0.52160, -2.26485, 6.66580], [0.21026, -1.06527, 6.04398], [-0.72409, -0.98422, 5.00840], [-1.02470, 0.34206, 4.39697], [0.19028, 0.81683, 2.64202], [1.82643, 1.53477, 3.98303], [-0.57432, 2.82767, 2.55522], [-2.12713, -5.04525, 2.26422], [-0.40228, -4.99577, 2.70630], [-0.87581, -5.25871, 1.01914], [-3.56193, -3.32155, 0.89228], [-2.55884, -3.26494, -0.58347], [-3.24239, -1.76517, 0.07348], [-2.93645, -3.01394, 3.40882], [-2.76283, -1.25245, 3.19891], [-1.51921, -4.27271, 4.87220], [0.10356, -4.37660, 6.72663], [1.25256, -2.29048, 7.46582], [0.69248, -0.15001, 6.37043], [-0.82743, 1.14501, 5.10924], [-2.04630, 0.42558, 4.03149], [1.46149, 2.18454, 4.78430], [2.55032, 2.09128, 3.38030], [2.34795, 0.68139, 4.42441], [-0.53763, 3.26321, 3.55590], [-1.59795, 2.81004, 2.18500], [0.03241, 3.43037, 1.87813], [-1.90220, 1.13752, -2.69928], [-2.04184, 2.36134, -3.17733], [-2.31695, 2.45916, -4.49211], [-2.42042, 3.66721, -5.12537], [-2.23099, 4.82564, -4.36086], [-1.96567, 4.71464, -3.02456], [-1.87128, 3.46118, -2.36363], [-1.57838, 3.27277, -0.71562], [-2.43060, 1.50269, -4.97993], [-2.64123, 3.70018, -6.18245], [-2.29104, 5.80420, -4.82231], [-1.81354, 5.58858, -2.40751], [-2.06836, -1.88155, -1.89060], [-0.61625, -1.99453, -2.85982], [-0.54715, -3.03918, -3.80864], [0.55950, -3.24527, -4.60405], [1.67334, -2.41459, -4.48818], [1.63285, -1.39075, -3.55929], [0.51255, -1.15946, -2.75807], [0.59039, 0.27264, -1.41714], [1.22640, 1.74826, -2.53579], [1.71081, 2.88946, -1.89678], [2.04355, 4.02517, -2.61958], [1.86632, 4.04804, -3.99723], [1.35463, 2.93004, -4.64003], [1.03583, 1.78919, -3.91262], [2.30570, -0.32813, -0.65441], [2.22164, -1.44447, 0.17973], [3.35081, -1.95217, 0.79945], [4.58685, -1.34499, 0.60322], [4.67952, -0.23380, -0.21973], [3.54295, 0.27271, -0.84475], [-1.40721, -3.69251, -3.89130], [0.56337, -4.06465, -5.31568], [2.55557, -2.56982, -5.09780], [2.50088, -0.74883, -3.44595], [1.80060, 2.89879, -0.81573], [2.41275, 4.90348, -2.10361], [2.10410, 4.94146, -4.56295], [1.18662, 2.94795, -5.71070], [0.61457, 0.92711, -4.41583], [1.25586, -1.90853, 0.35798], [3.26264, -2.81199, 1.45243], [5.46936, -1.73210, 1.09909], [5.63846, 0.24686, -0.37830], [3.63517, 1.13761, -1.49110], [-4.03760, 0.91886, -0.17304], [-3.51163, 0.83336, 1.31551], [-2.09263, 0.18336, 1.25330]]
}